a | Density functional theory data (ωB97M-V with the def2-TZVPD basis set) for a 4-piece molecular cluster, C5H19NO5 overall.

Last column: Löwdin charge in e.
Geometry (Å):
C  1.12632  1.27482  -0.19971  -0.248
O  1.85966  0.46217  -1.08659  -0.084
C  0.09423  0.59523  0.68652  -0.387
C  -1.09430  0.10984  -0.15646  -0.154
C  -2.03667  -0.94669  0.41209  -0.170
C  -1.42362  -2.33278  0.49924  -0.188
O  -0.16345  -2.31581  1.24193  -0.125
N  -0.49859  1.47426  1.72171  0.039
H  0.72659  2.12588  -0.74690  0.105
H  1.86628  1.73316  0.47879  0.120
H  2.00066  -0.42211  -0.71385  0.053
H  0.65249  -0.14907  1.25075  0.128
H  -1.59679  1.04703  -0.40716  0.114
H  -0.73634  -0.23895  -1.13333  0.107
H  -2.38208  -0.63559  1.40086  0.114
H  -2.88744  -1.03620  -0.26485  0.114
H  -2.07887  -3.08464  0.93484  0.118
H  -0.98354  -2.67266  -0.44187  0.122
H  -0.80824  2.36278  1.28003  0.036
H  -0.23470  -2.67332  2.13267  0.107
H  0.22759  1.82408  2.35765  0.077
H  0.75070  -0.38556  -2.79633  -0.003
H  2.09980  -0.42398  -3.43069  0.032
O  1.35368  -0.98004  -3.22625  -0.052
H  -1.05423  3.94680  -0.15768  0.052
H  0.32761  4.65264  0.35828  0.062
O  -0.43927  4.10418  0.56475  -0.058
H  1.34734  -2.46080  0.49872  0.008
H  1.85064  -2.60246  -0.96813  0.030
O  2.13453  -2.35218  -0.08902  -0.067

Results
SMILES: N[C@H](CO)CCCO.O.O.O
HOMO-LUMO gap (eV): 9.563
Lowest unoccupied orbital energy (eV): 0.51

b | Density functional theory data (ωB97M-V with the def2-TZVPD basis set) for a 5-piece molecular cluster, C5H19NO5 overall.

Last column: Löwdin charge in e.
Geometry (Å):
C  1.60387  0.62899  0.14690  -0.173
O  1.34660  1.26112  1.41064  -0.152
C  0.30652  -0.03526  -0.22355  -0.401
C  0.63983  -1.12612  -1.31955  -0.159
C  0.94024  -2.45815  -0.64392  -0.212
C  0.17039  -3.51847  -0.36630  0.002
N  -0.79820  0.77776  -0.64622  0.054
H  2.44132  0.01328  0.40144  0.117
H  1.82258  1.57063  -0.30639  0.118
H  0.89685  0.75729  2.11920  0.046
H  -0.06584  -0.68068  0.69458  0.117
H  -0.19505  -1.37784  -1.88545  0.070
H  1.56829  -1.06875  -2.02018  0.145
H  2.04347  -2.52460  -0.37688  0.113
H  0.53494  -4.34381  0.06475  -0.004
H  -0.95123  -3.48669  -0.71329  0.105
H  -0.97868  1.48018  0.13110  0.095
H  -0.62936  1.19794  -1.55043  0.054
H  -0.63952  -1.28888  2.49090  0.106
H  -1.02616  0.07252  3.38431  0.089
O  -0.32196  -0.34012  2.80204  -0.137
H  0.04094  2.92152  1.70285  -0.018
H  0.65342  3.48662  0.52718  0.013
O  -0.16865  3.35189  0.93164  -0.009
H  -1.94538  -0.61476  0.61260  0.077
H  -2.90734  -1.02392  1.70300  -0.026
O  -2.19695  -1.35279  1.28585  -0.054
H  -1.46726  1.78695  -4.07794  0.024
H  -0.43347  0.61169  -4.12779  0.082
O  -0.55157  1.59503  -3.90661  -0.081

Results
SMILES: C=CC[C@H](N)CO.O.O.O.O
HOMO-LUMO gap (eV): 9.404
Lowest unoccupied orbital energy (eV): 0.45

The least stable of them is b.

a | Density functional theory data (ωB97M-V with the def2-TZVPD basis set) for the molecule CHNO2S.

Last column: Löwdin charge in e.
Geometry (Å):
C  -1.00752  0.65123  0.78222  -0.103
N  0.12161  0.12961  0.30029  -0.333
O  1.71725  0.07190  0.22855  0.023
O  -1.63411  -0.00097  -1.78799  -0.511
S  -1.21383  -0.64793  -0.54818  0.915
H  2.01660  -0.20384  1.02511  0.009

Results
SMILES: O=S1#CN1O
HOMO-LUMO gap (spin up / spin down) (eV): 8.670 / 8.671
Lowest unoccupied orbital energy (spin up / spin down) (eV): -1.15 / -1.15

b | Density functional theory data (ωB97M-V with the def2-TZVPD basis set) for a 2-piece molecular cluster, CHNO2S overall.

Last column: Löwdin charge in e.
Geometry (Å):
C  -0.52315  -0.75720  -1.55802  -0.451
N  -0.70898  -0.09413  -0.58025  0.130
O  -0.52728  -1.39495  -2.53083  0.151
O  0.88092  0.19738  0.55752  -0.625
S  0.56938  0.34332  1.99898  0.872
H  0.30911  1.70559  2.11261  -0.076

Results
HOMO-LUMO gap (spin up / spin down) (eV): 6.809 / 6.804
Lowest unoccupied orbital energy (spin up / spin down) (eV): -2.83 / -2.83

The least stable of them is a.

a | Density functional theory data (ωB97M-V with the def2-TZVPD basis set) for the molecule C2H4ClFO.

Last column: Löwdin charge in e.
Geometry (Å):
C  -0.50617  -0.06200  0.46657  -0.308
C  0.03204  0.04334  -0.88917  -0.679
H  1.04815  -0.00296  1.53679  0.036
H  -0.74849  -1.07111  0.89250  0.149
H  -1.35177  0.60664  0.49886  0.132
H  0.47763  1.01641  -0.91807  0.096
O  0.33419  0.54942  1.39013  -0.037
F  -0.83978  -0.14250  -1.93168  -0.005
Cl  1.55419  -0.93725  -1.04594  0.616

Results
SMILES: OC[C@H](F)Cl
HOMO-LUMO gap (eV): 11.947
Lowest unoccupied orbital energy (eV): 0.85

b | Density functional theory data (ωB97M-V with the def2-TZVPD basis set) for the molecule C2H4ClFO.

Last column: Löwdin charge in e.
Geometry (Å):
C  -0.75748  0.63890  0.69259  -0.122
C  0.73664  -0.56693  -0.57581  -0.799
O  -0.19736  -0.64720  0.48255  -0.211
F  1.89460  0.11850  -0.32349  0.010
Cl  1.05111  -2.27473  -0.79854  0.698
H  -1.45817  0.60403  1.58486  0.107
H  -1.47437  0.98833  -0.19041  0.118
H  -0.05742  1.48701  0.68152  0.082
H  0.26246  -0.34790  -1.55326  0.117

Results
SMILES: CO[C@@H](F)Cl
HOMO-LUMO gap (eV): 11.920
Lowest unoccupied orbital energy (eV): 0.90

The least stable of them is b.

a | Density functional theory data (ωB97M-V with the def2-TZVPD basis set) for the molecule C2H7PS.

Last column: Löwdin charge in e.
Geometry (Å):
C  -2.24270  0.95984  1.12977  -0.323
C  1.91134  -1.08830  -0.67739  -0.454
P  0.44031  -0.36242  -1.46826  0.550
S  -0.54504  0.00620  0.57304  0.348
H  -1.83769  1.97358  1.55084  0.059
H  -2.57512  0.18249  1.75128  -0.029
H  -2.84588  1.06592  0.27495  -0.017
H  1.81707  -0.91120  0.45024  0.023
H  1.93914  -2.07569  -0.90183  -0.026
H  2.74101  -0.52595  -0.98112  0.003
H  1.19758  0.77553  -1.70150  -0.134

Results
SMILES: CPSC
HOMO-LUMO gap (eV): 8.877
Lowest unoccupied orbital energy (eV): 0.46

b | Density functional theory data (ωB97M-V with the def2-TZVPD basis set) for the molecule C2H7PS.

Last column: Löwdin charge in e.
Geometry (Å):
C  0.70313  0.28925  0.87102  -0.281
C  0.31386  -0.29902  -0.52161  -0.898
P  -1.29138  0.72230  -0.99012  0.771
S  -0.17918  -2.05683  -0.07279  0.597
H  0.07878  -0.17913  1.58567  0.020
H  1.84250  0.13675  1.07935  0.107
H  0.69552  1.31793  0.89494  0.007
H  1.18161  -0.38432  -1.20289  0.054
H  -1.67162  0.86056  0.29558  -0.142
H  -0.47043  1.92429  -0.96933  -0.091
H  -1.20280  -2.33178  -0.96981  -0.143

Results
SMILES: C[C@H](P)S
HOMO-LUMO gap (eV): 10.059
Lowest unoccupied orbital energy (eV): 0.89

The least stable of them is a.